Molecular formula: C26H46N3O18PS4
Method: DFT, the ωB97M-V functional and the def2-TZVPD basis

Results
Highest occupied orbital energy ... -7.6 eV
LUMO level ... -1.5 eV
Molecular weight ... 847.90 g/mol
Calculated total energy ... -4470.076431 Ha

CARTESIAN COORDINATES (ANGSTROEM)
C (-4.75642, -1.82060, 3.56550)
C (-5.15782, -1.96260, 2.11046)
C (-5.65741, -0.59406, 1.36136)
C (-4.49262, 0.22974, 0.55565)
C (-3.81527, 1.66723, 1.08069)
N (-2.79720, 2.28173, 0.16299)
C (-2.27102, 3.63166, 0.70719)
C (-0.69553, 3.90964, 0.43646)
C (0.20834, 4.15437, 1.82280)
C (1.78856, 4.18920, 1.28133)
C (2.59039, 2.77884, 1.50763)
C (1.84899, 1.44636, 0.90643)
C (2.64211, 0.10433, 1.41689)
C (1.61113, -1.08948, 1.89806)
C (1.43580, -1.06074, 3.55282)
C (0.27445, 0.07703, 3.86382)
N (-2.28844, 1.93038, -1.03791)
C (-2.73655, 0.66043, -1.65374)
P (-1.91962, 0.16031, -3.34978)
N (-2.91346, -0.67513, -4.31543)
C (-3.85928, -0.23190, -0.88479)
C (-4.37343, -1.64544, -1.58053)
O (-3.59274, -2.75529, -1.69613)
O (-5.78546, -1.66974, -2.06382)
H (-5.45904, -1.09965, 4.19955)
H (-3.79558, -2.33870, 3.98585)
H (-5.16873, -3.00533, 1.54384)
H (-6.46021, -0.92486, 0.54198)
H (-6.26554, 0.12849, 2.09207)
H (-4.13923, 2.15336, 2.12212)
H (-2.42983, 3.67095, 1.89036)
H (-2.98404, 4.49397, 0.28927)
H (-0.11008, 3.10841, -0.17497)
H (-0.60692, 4.94214, -0.15633)
H (0.00504, 5.23512, 2.26996)
H (0.08316, 3.29549, 2.60748)
H (1.75387, 4.38248, 0.10972)
H (2.36938, 5.12885, 1.73259)
H (2.85099, 2.58712, 2.63717)
H (3.61790, 2.88102, 0.90862)
H (1.85674, 1.42127, -0.28721)
H (0.70393, 1.34720, 1.20871)
H (3.30363, 0.38802, 2.35455)
H (3.32567, -0.33438, 0.56735)
H (2.07407, -2.12809, 1.62511)
H (0.55783, -1.00947, 1.35358)
H (2.46349, -0.84235, 4.10266)
H (1.11323, -2.14894, 3.91102)
H (0.73587, 1.15589, 3.81352)
H (-0.51521, -0.01313, 2.97841)
H (-0.20520, -0.12289, 4.91653)
H (-0.73408, -0.61691, -2.96147)
H (-1.41249, 1.38815, -3.92111)
H (-2.96264, -0.09820, -5.20250)
C (-7.15656, -1.67864, 8.15263)
C (-6.08039, -2.75062, 8.00286)
O (-5.15767, -2.22290, 7.05266)
S (-5.11276, -0.59938, 7.20293)
O (-3.97700, -0.25391, 8.02866)
O (-5.34869, -0.01356, 5.90387)
O (-6.46345, -0.43281, 8.10060)
H (-7.86338, -1.71031, 7.31719)
H (-7.70356, -1.77160, 9.09466)
H (-6.48726, -3.70382, 7.65697)
H (-5.54382, -2.90468, 8.94503)
C (2.12268, 1.88487, -6.98205)
C (0.71883, 2.37839, -6.64241)
O (0.44489, 1.85919, -5.34312)
S (1.83966, 1.77359, -4.50186)
O (1.93657, 2.95098, -3.66790)
O (1.98165, 0.43115, -3.98796)
O (2.85793, 1.95762, -5.76168)
H (2.10507, 0.83966, -7.30729)
H (2.60031, 2.49667, -7.75202)
H (-0.02890, 2.03404, -7.36082)
H (0.68917, 3.47149, -6.58240)
C (2.18351, -4.37759, -4.28690)
C (2.80042, -3.18723, -3.55740)
O (4.17953, -3.20196, -3.91879)
S (4.32402, -3.78875, -5.43379)
O (4.42064, -2.66922, -6.34398)
O (5.27874, -4.87251, -5.41491)
O (2.82574, -4.41891, -5.56010)
H (2.40078, -5.31526, -3.76525)
H (1.10216, -4.27197, -4.40855)
H (2.68512, -3.25784, -2.47319)
H (2.36946, -2.24356, -3.90826)
C (7.55979, -1.10722, -1.01637)
C (7.71238, -0.02975, -2.08665)
O (6.92240, -0.48005, -3.18480)
S (5.64799, -1.32098, -2.61110)
O (4.50753, -0.43333, -2.56052)
O (5.61599, -2.60696, -3.26808)
O (6.19877, -1.52830, -1.09072)
H (8.19600, -1.97131, -1.23348)
H (7.78824, -0.73047, -0.01580)
H (8.75222, 0.11027, -2.39144)
H (7.30173, 0.92620, -1.74482)

Löwdin atomic charge list, values in e, 6 entries: C -0.02; C -0.12; C -0.19; C 0.00; C 0.11; N -0.17


Molecular formula: C26H47BaO2Si2
Method: DFT, the ωB97M-V functional and the def2-TZVPD basis

Results
Highest occupied orbital energy ... -2.0 eV
Charge ... -1
LUMO level ... 1.5 eV
ΔE to the lowest compared entry with this formula, charge and spin ... 0.00 kJ/mol
Molecular weight ... 585.16 g/mol
Calculated total energy ... -1773.819195 Ha

CARTESIAN COORDINATES (ANGSTROEM)
O (1.21059, -2.22499, -0.40714)
C (0.55574, -3.50704, -0.87249)
C (1.83179, -4.29354, -0.70373)
H (0.24899, -3.39493, -1.91369)
H (-0.26518, -3.84690, -0.21215)
C (2.49030, -2.96277, -0.35369)
H (2.25572, -4.66464, -1.63219)
H (1.84453, -5.04072, 0.09911)
C (3.39126, -2.54039, -1.49347)
H (2.86049, -2.74109, -2.43479)
H (4.32333, -3.12764, -1.45410)
H (3.60537, -1.46532, -1.48756)
C (3.11233, -3.03867, 1.00795)
H (2.43363, -3.52644, 1.70791)
H (3.35625, -2.06348, 1.40988)
H (4.03397, -3.62784, 0.95083)
Ba (-0.27515, -0.06625, -0.29745)
C (-0.06202, 0.02849, 2.86982)
C (-1.43900, 0.02338, 2.49080)
C (-1.74708, -1.28244, 2.00815)
H (-2.13755, 0.84184, 2.65700)
C (-0.55706, -2.05766, 2.04784)
C (0.48101, -1.24393, 2.56175)
H (1.48897, -1.57324, 2.81484)
H (0.44432, 0.80959, 3.42400)
H (-2.74561, -1.64708, 1.75047)
H (-0.47824, -3.13191, 1.85439)
C (1.57879, 2.52912, 0.75216)
C (2.28837, 1.46797, 1.36348)
C (2.81695, 0.64032, 0.34508)
H (2.48023, 1.35052, 2.42741)
C (2.42735, 1.17415, -0.91232)
C (1.64471, 2.34040, -0.66226)
H (1.26735, 3.04249, -1.41130)
H (1.17014, 3.41195, 1.25168)
H (3.50009, -0.18697, 0.49762)
H (2.73873, 0.80096, -1.89271)
O (1.10122, -4.83042, -3.44542)
C (2.03954, -5.94468, -3.48294)
C (1.65206, -6.94707, -4.57049)
H (2.06995, -6.45729, -2.50778)
H (3.04890, -5.54060, -3.61789)
C (0.20972, -6.55227, -4.95774)
H (1.69025, -7.95764, -4.16316)
H (2.34124, -6.90058, -5.41849)
C (-0.03894, -5.17974, -4.25968)
H (-0.51454, -7.29885, -4.59905)
H (0.07599, -6.44068, -6.04267)
H (-0.93294, -5.20560, -3.60395)
H (-0.22261, -4.36701, -4.99808)
C (-3.61299, 4.63614, 3.64338)
Si (-1.85617, 4.51462, 2.93486)
C (-1.16017, 6.27117, 2.80582)
C (-0.75320, 3.54554, 4.13967)
C (-1.88136, 3.59074, 1.34013)
Si (-2.60488, 4.06481, -0.29090)
C (-1.39070, 5.04559, -1.35968)
C (-3.09942, 2.47703, -1.21637)
C (-4.14150, 5.16203, 0.00191)
H (-3.60750, 5.20519, 4.58640)
H (-4.01494, 3.63384, 3.85615)
H (-4.31704, 5.13437, 2.96195)
H (-1.10837, 6.71062, 3.81399)
H (-0.14309, 6.27561, 2.38767)
H (-1.77421, 6.93748, 2.18292)
H (-1.20874, 2.59867, 4.46155)
H (0.24141, 3.31015, 3.73239)
H (-0.58886, 4.14859, 5.04584)
H (-1.14242, 2.73779, 1.36835)
H (-0.79505, 4.40496, -2.02728)
H (-1.95888, 5.74369, -1.99349)
H (-0.68684, 5.63348, -0.75231)
H (-3.39830, 1.67464, -0.50877)
H (-3.96739, 2.68087, -1.87536)
H (-2.28717, 2.10438, -1.86862)
H (-4.99613, 4.56892, 0.36238)
H (-3.98958, 5.97373, 0.72834)
H (-4.45082, 5.63249, -0.94474)

Löwdin atomic charge list, values in e, 6 entries: O -0.33; C -0.12; C -0.10; H 0.10; H 0.11; C -0.55


Molecular formula: C26H47Br2FN3O4
Method: DFT, the ωB97M-V functional and the def2-TZVPD basis

Results
Highest occupied orbital energy ... -12.3 eV
Charge ... +1
LUMO level ... -3.7 eV
ΔE to the lowest compared entry with this formula, charge and spin ... 0.00 kJ/mol
Molecular weight ... 644.49 g/mol
Calculated total energy ... -6731.513052 Ha

CARTESIAN COORDINATES (ANGSTROEM)
C (-0.30136, 2.71291, 4.54349)
C (1.10816, 2.11557, 5.10642)
C (1.64445, 1.09410, 3.97212)
C (2.66174, -0.03655, 4.57339)
C (3.51382, -0.58361, 3.32281)
C (3.67888, -2.17999, 3.25518)
C (2.32641, -3.00973, 3.50236)
C (2.27483, -4.43248, 2.73794)
C (0.83143, -4.81038, 2.14812)
C (0.45887, -3.72114, 1.03211)
C (-0.97285, -3.95351, 0.31402)
C (-0.92688, -3.90381, -1.29198)
C (-1.16557, -2.40807, -1.89724)
C (-0.44396, -1.26198, -0.99001)
C (-0.21630, 0.12393, -1.77353)
C (-0.87858, 1.40850, -1.08357)
Br (-0.25767, 1.44028, 0.84144)
C (-2.50737, 1.32878, -0.98170)
N (-2.95555, 2.71293, -0.62669)
C (-4.35106, 2.76142, -0.16906)
O (-4.99075, 3.83100, -0.41154)
N (-5.06011, 1.70529, 0.59216)
C (-4.36037, 1.37303, 1.84218)
O (-4.78032, 0.37887, 2.47912)
F (-3.22726, 2.06244, 2.34502)
C (-2.83532, 3.54473, -1.89461)
C (-1.38022, 3.36621, -2.61784)
Br (-0.66285, 5.20981, -2.97921)
C (-1.62283, 2.55026, -3.98207)
C (-0.51277, 2.76597, -5.11865)
C (0.95930, 2.25215, -4.73832)
O (1.57423, 1.42827, -5.80362)
C (2.51703, 0.60138, -5.06487)
C (2.24182, -0.91382, -4.64741)
O (3.59078, 1.16420, -4.71560)
N (-0.41483, 2.73443, -1.65598)
H (-1.02906, 1.81157, 4.53851)
H (-0.09031, 3.05108, 3.45691)
H (-0.70125, 3.57713, 5.18526)
H (0.97075, 1.50889, 6.07099)
H (1.79655, 3.01791, 5.26770)
H (0.70148, 0.57940, 3.54403)
H (2.12318, 1.64456, 3.07073)
H (3.30590, 0.49832, 5.36309)
H (2.00993, -0.81679, 5.09308)
H (4.58362, -0.15197, 3.44389)
H (3.09838, -0.14337, 2.35097)
H (4.01484, -2.42418, 2.17039)
H (4.56147, -2.51206, 3.91877)
H (1.38261, -2.36241, 3.32884)
H (2.30238, -3.26044, 4.63475)
H (2.55197, -5.24587, 3.51250)
H (3.10608, -4.42581, 1.93380)
H (-0.00739, -4.86013, 2.92288)
H (0.94116, -5.82945, 1.61623)
H (1.24515, -3.66972, 0.17936)
H (0.42190, -2.64201, 1.45620)
H (-1.69621, -3.14434, 0.69077)
H (-1.41500, -4.97133, 0.62022)
H (0.00248, -4.41398, -1.73064)
H (-1.84292, -4.51398, -1.65762)
H (-2.30312, -2.20965, -1.99649)
H (-0.75343, -2.39765, -2.96559)
H (-1.08611, -1.17535, -0.04288)
H (0.60845, -1.68955, -0.76589)
H (-0.52039, -0.04925, -2.86544)
H (0.92671, 0.32634, -1.79967)
H (-2.95518, 0.91546, -1.95153)
H (-2.71602, 0.54858, -0.15592)
H (-5.18108, 0.85359, 0.00392)
H (-3.70169, 3.18118, -2.57216)
H (-2.91933, 4.66185, -1.64482)
H (-2.61634, 2.95291, -4.42191)
H (-1.82875, 1.43929, -3.75626)
H (-0.85103, 2.12614, -6.02502)
H (-0.43409, 3.83663, -5.51450)
H (0.98688, 1.57981, -3.79333)
H (1.66685, 3.15391, -4.58104)
H (1.86212, -0.93526, -3.55181)
H (1.46513, -1.45704, -5.28264)
H (3.24971, -1.47828, -4.61996)
H (0.56770, 2.68297, -2.01159)
H (-0.36169, 3.38090, -0.83139)

Löwdin atomic charge list, values in e, 6 entries: C -0.15; C -0.25; C -0.26; C -0.19; C -0.22; C -0.21